[1]
85
Properties=species:S:1:pos:R:3:mulliken_charge:R:1 method="wB97M-V/def2-TZVPD" gap_ev=4.92 homo_ha=-0.231 charge=0 lumo_energy_ev=-1.4
C 0.40 -21.54 16.80 -1.039
C 0.43 -23.06 16.61 -0.537
N -0.03 -23.53 15.29 0.172
C 0.68 -23.31 14.15 -0.416
C -0.02 -23.85 13.08 -0.351
N -1.26 -24.17 13.57 0.119
C -1.23 -24.01 14.91 -0.037
C -2.33 -24.73 12.74 -0.846
H -0.47 -21.02 16.40 0.335
H 1.27 -21.10 16.32 0.337
H 0.46 -21.24 17.85 0.359
H -0.20 -23.47 17.41 0.323
H 1.44 -23.46 16.75 0.330
H 1.67 -22.87 14.20 0.420
H 0.29 -23.95 12.05 0.434
H -1.97 -24.20 15.67 0.380
H -2.99 -25.47 13.18 0.366
H -1.86 -25.32 11.96 0.330
H -2.88 -23.88 12.35 0.321
Cl -7.00 -32.37 11.55 1.608
O -8.40 -32.56 11.25 -0.672
O -6.89 -32.14 12.96 -0.656
O -6.44 -33.63 11.25 -0.645
O -6.43 -31.32 10.79 -0.635
C 8.28 -26.43 17.26 0.369
Cl 8.32 -25.21 18.50 -0.078
Cl 6.74 -26.35 16.36 -0.097
Cl 9.67 -26.07 16.19 -0.103
Cl 8.56 -28.09 17.85 -0.092
C -6.00 -17.51 12.53 -0.577
N -5.29 -18.80 12.63 0.795
O -5.51 -19.41 13.66 -0.504
O -4.36 -19.02 11.86 -0.518
H -6.08 -17.24 11.47 0.267
H -5.30 -16.81 12.97 0.261
H -6.99 -17.73 12.92 0.275
C 5.34 -23.50 25.18 -0.676
N 4.07 -23.22 24.41 0.815
O 3.15 -22.77 25.07 -0.493
O 4.08 -23.55 23.22 -0.507
H 5.52 -24.57 25.27 0.274
H 5.44 -22.88 26.07 0.292
H 6.10 -23.20 24.46 0.295
C -4.72 -20.56 5.85 -0.660
N -3.59 -19.80 5.30 0.786
O -3.54 -19.27 4.20 -0.490
O -2.61 -19.68 6.06 -0.503
H -5.49 -20.46 5.08 0.318
H -5.11 -19.97 6.68 0.278
H -4.61 -21.59 6.19 0.272
C 1.96 -18.20 10.73 -0.723
N 2.05 -17.81 12.16 0.867
O 3.07 -18.13 12.74 -0.514
O 1.23 -17.04 12.55 -0.518
H 2.91 -18.16 10.19 0.295
H 1.09 -17.68 10.34 0.327
H 1.74 -19.26 10.81 0.266
C 1.32 -28.68 23.37 -0.655
N 0.70 -29.15 22.12 0.771
O -0.12 -30.11 22.16 -0.480
O 1.01 -28.59 21.06 -0.486
H 1.61 -29.45 24.09 0.278
H 0.55 -28.06 23.84 0.274
H 2.19 -28.11 23.06 0.299
C 7.10 -16.62 18.33 -0.632
N 6.88 -17.21 19.70 0.848
O 6.35 -16.46 20.51 -0.526
O 7.31 -18.27 19.97 -0.510
H 8.15 -16.45 18.11 0.262
H 6.59 -15.66 18.31 0.288
H 6.62 -17.43 17.76 0.270
C 8.12 -24.09 9.73 -0.612
N 7.52 -22.81 10.25 0.789
O 7.05 -22.06 9.41 -0.493
O 7.68 -22.52 11.44 -0.506
H 8.25 -24.78 10.57 0.283
H 9.13 -23.91 9.39 0.271
H 7.47 -24.48 8.95 0.268
C -0.47 -28.62 3.11 -0.674
N -1.15 -27.77 4.15 0.845
O -2.33 -27.59 3.99 -0.501
O -0.46 -27.31 5.03 -0.521
H -0.49 -29.63 3.53 0.277
H 0.57 -28.31 2.97 0.286
H -0.91 -28.58 2.11 0.288


[2]
64
Properties=species:S:1:pos:R:3:lowdin_spin:R:1 method="wB97M-V/def2-TZVPD" gap_ev="8.99 / 6.58" homo_ha="-0.422 / -0.448" charge=+1 lumo_energy_ev="-2.5 / -5.6" spin_multiplicity=5
Ir 0.33 0.18 0.01 2.657
C -3.74 0.17 0.95 0.001
C -2.93 -0.65 -0.03 0.007
C -3.78 -1.22 -1.14 0.004
C -2.14 -1.74 0.67 0.017
O -1.89 0.22 -0.62 0.099
Si -1.91 1.59 -1.56 0.057
S 0.24 1.84 -1.60 0.545
O -2.59 2.75 -0.70 0.012
C -2.99 4.14 -0.90 0.001
C -4.41 4.25 -0.41 0.001
C -2.88 4.51 -2.37 0.001
C -2.04 4.96 -0.05 0.002
O -2.57 1.42 -3.00 0.018
C -2.19 0.86 -4.30 0.002
C -1.33 -0.38 -4.10 0.004
C -3.50 0.51 -4.98 0.001
C -1.45 1.94 -5.06 0.004
H -4.45 -0.48 1.47 0.000
H -4.30 0.95 0.44 0.000
H -3.10 0.64 1.69 0.000
H -4.57 -1.85 -0.71 0.001
H -3.19 -1.84 -1.82 0.000
H -4.26 -0.43 -1.71 0.000
H -2.80 -2.49 1.11 0.002
H -1.54 -1.33 1.50 0.007
H -1.49 -2.26 -0.04 0.002
H -5.07 3.60 -0.98 0.000
H -4.77 5.28 -0.52 0.000
H -4.48 3.98 0.64 0.000
H -3.55 3.91 -2.98 0.000
H -1.85 4.37 -2.74 0.001
H -3.13 5.56 -2.51 0.000
H -2.03 4.58 0.97 0.000
H -2.35 6.01 -0.03 0.000
H -1.03 4.93 -0.47 0.002
H -1.86 -1.12 -3.50 0.000
H -0.38 -0.13 -3.62 0.004
H -1.11 -0.82 -5.07 0.000
H -4.04 -0.26 -4.41 0.000
H -3.32 0.13 -5.98 0.000
H -4.14 1.39 -5.05 0.000
H -0.54 2.23 -4.53 0.005
H -2.08 2.82 -5.19 0.000
H -1.16 1.57 -6.04 0.000
C 2.49 0.65 3.57 0.004
N 2.30 1.93 2.87 0.017
C 1.21 2.27 2.20 0.035
S -0.19 1.22 2.11 0.202
N 1.15 3.44 1.58 0.012
C 2.27 4.37 1.48 0.002
H 3.44 0.72 4.10 0.000
H 2.53 -0.18 2.86 0.000
H 1.69 0.49 4.28 0.002
H 3.11 2.50 2.75 0.000
H 0.35 3.57 0.97 0.003
H 2.64 4.63 2.47 0.000
H 1.92 5.28 1.00 0.000
H 3.08 3.96 0.88 0.001
O 3.91 -1.77 -0.21 0.009
Cl 2.68 -1.10 -0.11 0.001
O 2.82 0.38 0.01 0.099
O 1.78 -1.34 -1.26 0.068
O 1.88 -1.50 1.08 0.087


[3]
83
Properties=species:S:1:pos:R:3:mulliken_charge:R:1 method="wB97M-V/def2-TZVPD" gap_ev=7.92 homo_ha=-0.278 charge=0 lumo_energy_ev=0.3 smiles="CO[C@@H](CCO)[C@](N)([PH2]=N)P(O)Cl.O=S1(=O)OCCO1.O=S1(=O)OCCO1.O=S1(=O)OCCO1.O=S1(=O)OCCO1.O=S1(=O)OCCO1"
C -2.32 1.42 0.66 -0.138
O -0.91 1.24 0.57 -0.465
C -0.49 -0.09 0.20 -0.730
C -1.50 -1.28 0.48 -0.259
C -2.56 -1.61 -0.66 -0.459
O -2.23 -2.91 -1.24 -0.544
C 0.10 0.00 -1.28 0.841
N 0.26 -1.31 -1.98 -0.432
P 1.91 0.63 -1.08 0.075
N 2.75 -0.49 -0.27 -0.739
P -0.76 1.32 -2.37 0.192
O -0.34 2.89 -1.82 -0.409
Cl 0.19 1.19 -4.28 -0.287
H -2.90 1.10 -0.27 0.234
H -2.82 0.89 1.55 0.343
H -2.55 2.53 0.79 -0.161
H 0.42 -0.31 0.87 0.328
H -2.07 -1.19 1.46 0.665
H -0.86 -2.22 0.60 -0.196
H -2.67 -0.80 -1.45 0.352
H -3.58 -1.75 -0.16 0.203
H -2.18 -2.80 -2.21 0.308
H 0.53 -2.05 -1.32 0.224
H 0.96 -1.18 -2.72 0.365
H 1.94 1.92 -0.43 0.106
H 2.46 0.68 -2.41 0.143
H 3.15 -0.06 0.57 0.221
H -1.09 3.25 -1.31 0.306
O 5.34 1.45 -0.05 -0.485
S 5.49 2.00 -1.36 1.059
O 5.30 1.24 -2.55 -0.524
O 6.94 2.73 -1.44 -0.301
C 6.77 4.11 -1.77 -0.365
C 5.41 4.48 -1.22 -0.363
O 4.58 3.34 -1.46 -0.186
H 6.80 4.20 -2.86 0.280
H 7.57 4.70 -1.33 0.309
H 4.99 5.36 -1.71 0.314
H 5.45 4.65 -0.14 0.281
O 0.25 -4.83 4.39 -0.448
S 0.21 -4.37 3.04 1.064
O 0.15 -2.99 2.68 -0.492
O -0.98 -5.16 2.28 -0.283
C -0.46 -5.87 1.16 -0.272
C 0.98 -6.20 1.53 -0.285
O 1.45 -5.05 2.23 -0.335
H -0.50 -5.21 0.28 0.177
H -1.05 -6.76 0.96 0.334
H 1.60 -6.40 0.66 0.368
H 1.02 -7.05 2.22 0.209
O -3.37 4.66 2.71 -0.578
S -3.91 4.80 1.39 1.141
O -3.19 4.40 0.22 -0.525
O -4.40 6.33 1.20 -0.325
C -5.80 6.35 0.89 -0.344
C -6.37 5.10 1.54 -0.326
O -5.37 4.10 1.36 -0.297
H -5.90 6.31 -0.20 0.280
H -6.26 7.26 1.26 0.312
H -7.31 4.79 1.08 0.304
H -6.52 5.25 2.61 0.293
O -2.42 -6.73 6.31 -0.596
S -1.08 -7.19 6.08 1.073
O -0.31 -6.79 4.94 -0.428
O -1.09 -8.81 6.17 -0.322
C -0.18 -9.24 7.19 -0.322
C -0.15 -8.10 8.20 -0.331
O -0.21 -6.91 7.41 -0.321
H 0.80 -9.39 6.73 0.265
H -0.52 -10.17 7.63 0.305
H 0.75 -8.12 8.81 0.312
H -1.03 -8.12 8.84 0.295
O -0.55 6.39 -7.91 -0.536
S 0.85 6.13 -7.77 1.090
O 1.85 7.06 -8.20 -0.530
O 1.16 4.68 -8.42 -0.315
C 1.74 3.83 -7.44 -0.259
C 1.19 4.31 -6.11 -0.222
O 1.14 5.73 -6.22 -0.300
H 2.83 3.95 -7.48 0.294
H 1.49 2.79 -7.64 0.284
H 1.81 4.01 -5.27 0.261
H 0.17 3.95 -5.96 0.226


Repeat the third record exactly.
83
Properties=species:S:1:pos:R:3:mulliken_charge:R:1 method="wB97M-V/def2-TZVPD" gap_ev=7.92 homo_ha=-0.278 charge=0 lumo_energy_ev=0.3 smiles="CO[C@@H](CCO)[C@](N)([PH2]=N)P(O)Cl.O=S1(=O)OCCO1.O=S1(=O)OCCO1.O=S1(=O)OCCO1.O=S1(=O)OCCO1.O=S1(=O)OCCO1"
C -2.32 1.42 0.66 -0.138
O -0.91 1.24 0.57 -0.465
C -0.49 -0.09 0.20 -0.730
C -1.50 -1.28 0.48 -0.259
C -2.56 -1.61 -0.66 -0.459
O -2.23 -2.91 -1.24 -0.544
C 0.10 0.00 -1.28 0.841
N 0.26 -1.31 -1.98 -0.432
P 1.91 0.63 -1.08 0.075
N 2.75 -0.49 -0.27 -0.739
P -0.76 1.32 -2.37 0.192
O -0.34 2.89 -1.82 -0.409
Cl 0.19 1.19 -4.28 -0.287
H -2.90 1.10 -0.27 0.234
H -2.82 0.89 1.55 0.343
H -2.55 2.53 0.79 -0.161
H 0.42 -0.31 0.87 0.328
H -2.07 -1.19 1.46 0.665
H -0.86 -2.22 0.60 -0.196
H -2.67 -0.80 -1.45 0.352
H -3.58 -1.75 -0.16 0.203
H -2.18 -2.80 -2.21 0.308
H 0.53 -2.05 -1.32 0.224
H 0.96 -1.18 -2.72 0.365
H 1.94 1.92 -0.43 0.106
H 2.46 0.68 -2.41 0.143
H 3.15 -0.06 0.57 0.221
H -1.09 3.25 -1.31 0.306
O 5.34 1.45 -0.05 -0.485
S 5.49 2.00 -1.36 1.059
O 5.30 1.24 -2.55 -0.524
O 6.94 2.73 -1.44 -0.301
C 6.77 4.11 -1.77 -0.365
C 5.41 4.48 -1.22 -0.363
O 4.58 3.34 -1.46 -0.186
H 6.80 4.20 -2.86 0.280
H 7.57 4.70 -1.33 0.309
H 4.99 5.36 -1.71 0.314
H 5.45 4.65 -0.14 0.281
O 0.25 -4.83 4.39 -0.448
S 0.21 -4.37 3.04 1.064
O 0.15 -2.99 2.68 -0.492
O -0.98 -5.16 2.28 -0.283
C -0.46 -5.87 1.16 -0.272
C 0.98 -6.20 1.53 -0.285
O 1.45 -5.05 2.23 -0.335
H -0.50 -5.21 0.28 0.177
H -1.05 -6.76 0.96 0.334
H 1.60 -6.40 0.66 0.368
H 1.02 -7.05 2.22 0.209
O -3.37 4.66 2.71 -0.578
S -3.91 4.80 1.39 1.141
O -3.19 4.40 0.22 -0.525
O -4.40 6.33 1.20 -0.325
C -5.80 6.35 0.89 -0.344
C -6.37 5.10 1.54 -0.326
O -5.37 4.10 1.36 -0.297
H -5.90 6.31 -0.20 0.280
H -6.26 7.26 1.26 0.312
H -7.31 4.79 1.08 0.304
H -6.52 5.25 2.61 0.293
O -2.42 -6.73 6.31 -0.596
S -1.08 -7.19 6.08 1.073
O -0.31 -6.79 4.94 -0.428
O -1.09 -8.81 6.17 -0.322
C -0.18 -9.24 7.19 -0.322
C -0.15 -8.10 8.20 -0.331
O -0.21 -6.91 7.41 -0.321
H 0.80 -9.39 6.73 0.265
H -0.52 -10.17 7.63 0.305
H 0.75 -8.12 8.81 0.312
H -1.03 -8.12 8.84 0.295
O -0.55 6.39 -7.91 -0.536
S 0.85 6.13 -7.77 1.090
O 1.85 7.06 -8.20 -0.530
O 1.16 4.68 -8.42 -0.315
C 1.74 3.83 -7.44 -0.259
C 1.19 4.31 -6.11 -0.222
O 1.14 5.73 -6.22 -0.300
H 2.83 3.95 -7.48 0.294
H 1.49 2.79 -7.64 0.284
H 1.81 4.01 -5.27 0.261
H 0.17 3.95 -5.96 0.226


Among the records above, which one has the highest charge?
C15H35ClIrN2O7S2Si


Look up the charge of the third one.
0